No. 1
An isolated molecule of CH3N3O2S, computed with the ωB97M-V functional and the def2-TZVPD basis.

```
10
Properties=species:S:1:pos:R:3:nbo_charge:R:1
C 0.4385 -0.3708 0.0897 0.49
N -0.3212 -1.3548 -0.1249 -0.20
N -0.2615 0.7532 0.4969 -0.89
N 1.8464 -0.3223 -0.0198 -0.79
O -2.5679 1.0231 -0.7128 -0.90
O -1.5905 -1.0675 0.3249 -0.56
S -1.9879 0.5581 0.4897 1.65
H 0.2564 1.6823 0.6169 0.43
H 1.9425 0.2692 -0.8009 0.37
H 2.2451 -1.1706 -0.3596 0.39
```

Summary:
LUMO level ... 0.43 eV
Charge ... 0
Highest occupied orbital energy ... -9.49 eV
Orbital gap ... 9.92 eV
Molar mass ... 121.1 g/mol
Energy above the lowest of the compared OMol25 structures with the same formula, charge and spin ... 41.3 kcal/mol

***

No. 2
A structure of composition C55H34F2I5N6OPb, computed with the ωB97M-V functional and the def2-TZVPD basis.

```
104
Properties=species:S:1:pos:R:3:lowdin_charge:R:1
Pb -0.2819 -0.1529 0.2731 1.48
I 7.0046 6.7742 -0.2760 0.82
C 5.4493 5.3710 -0.3194 -0.74
C 5.0081 4.8800 -1.5386 -0.15
C 3.9802 3.9452 -1.5577 -0.02
C 3.3858 3.5054 -0.3778 -0.22
C 3.8484 4.0169 0.8327 -0.02
C 4.8804 4.9476 0.8716 -0.15
C 2.2716 2.5046 -0.4124 -0.07
C 0.9959 2.9800 -0.1363 -0.23
C 0.6478 4.3686 0.1300 0.01
C -0.6737 4.3963 0.4038 -0.01
C -1.1757 3.0264 0.2675 -0.26
C -2.5420 2.6517 0.2509 -0.05
C -3.5118 3.3581 1.1152 -0.15
C -3.0839 4.1623 2.1880 -0.05
C -3.9742 4.7891 3.0458 -0.16
C -5.3353 4.6060 2.8723 -0.75
I -6.6895 5.5384 4.1660 0.81
C -5.7992 3.7647 1.8738 -0.15
C -4.8974 3.1402 1.0263 -0.02
C -3.0116 1.6450 -0.6860 -0.25
N -2.3952 0.4951 -0.9470 0.02
C -3.0573 -0.1234 -1.9823 -0.24
C -2.7052 -1.3395 -2.5605 -0.05
C -3.7049 -1.9301 -3.4992 -0.20
C -4.9838 -2.2576 -3.0516 -0.02
C -5.9327 -2.7925 -3.9151 -0.15
C -5.5957 -2.9904 -5.2442 -0.74
I -7.0261 -3.7643 -6.5646 0.82
C -4.3306 -2.6770 -5.7175 -0.15
C -3.3908 -2.1540 -4.8383 -0.03
C -1.4745 -2.0425 -2.4023 -0.24
C -1.1577 -3.3273 -2.9793 -0.02
C 0.1424 -3.5891 -2.6674 -0.01
C 0.6226 -2.4560 -1.9125 -0.25
N -0.3837 -1.5696 -1.7513 0.01
C 1.9855 -2.2176 -1.5613 -0.04
C 2.5231 -0.9856 -1.1827 -0.24
C 3.9280 -0.6395 -1.1307 0.00
C 3.9958 0.6922 -0.8867 0.00
C 2.6337 1.1647 -0.7241 -0.22
N 1.7853 0.1303 -0.8850 0.01
C 2.8896 -3.3974 -1.6577 -0.19
C 3.9801 -3.4547 -2.5192 -0.03
C 4.8031 -4.5737 -2.5613 -0.15
C 4.5318 -5.6432 -1.7249 -0.74
I 5.7947 -7.3147 -1.7476 0.82
C 3.4371 -5.6255 -0.8729 -0.14
C 2.6165 -4.5056 -0.8524 -0.03
C -4.1658 0.7148 -2.3912 -0.01
C -4.1452 1.8049 -1.5840 -0.03
N -0.1408 2.2238 -0.0563 -0.01
H 5.4541 5.2225 -2.4634 0.09
H 3.6266 3.5529 -2.5046 0.13
H 3.3929 3.6738 1.7553 0.13
H 5.2344 5.3322 1.8194 0.09
H 1.3256 5.2088 0.0862 0.11
H -1.2812 5.2695 0.5860 0.11
H -2.0300 4.2617 2.3960 0.10
H -3.6017 5.3981 3.8591 0.09
H -6.8593 3.5778 1.7635 0.09
H -5.2866 2.4405 0.3025 0.09
H -5.2340 -2.0929 -2.0095 0.13
H -6.9176 -3.0529 -3.5503 0.09
H -4.0775 -2.8347 -6.7575 0.09
H -2.4003 -1.8997 -5.1983 0.13
H -1.8322 -3.9530 -3.5439 0.10
H 0.7219 -4.4555 -2.9492 0.11
H 4.7517 -1.3216 -1.2702 0.10
H 4.8857 1.2983 -0.8076 0.11
H 4.1782 -2.6265 -3.1893 0.12
H 5.6403 -4.6087 -3.2460 0.09
H 3.2175 -6.4684 -0.2309 0.10
H 1.7595 -4.4723 -0.1873 0.12
H -4.8297 0.5251 -3.2217 0.11
H -4.7642 2.6867 -1.6602 0.11
O 1.0254 -2.0039 1.6236 -0.32
C 2.0367 -1.7804 2.3776 -0.42
C 3.2284 -2.5602 2.2214 -0.02
C 4.3517 -2.3868 2.9948 -0.11
C 4.3755 -1.4233 4.0114 -0.14
C 3.2424 -0.6642 4.2110 -0.08
C 2.0791 -0.8048 3.4399 -0.09
C 0.9325 0.0538 3.7678 -0.28
N -0.1032 0.3666 3.0127 0.00
C -0.8969 1.2274 3.7450 -0.15
C -0.3484 1.4348 4.9701 -0.10
N 0.8122 0.6879 4.9742 0.09
H 3.2104 -3.3129 1.4415 0.09
H 5.2257 -3.0035 2.8134 0.09
H 5.2573 -1.2741 4.6228 0.08
H 3.2699 0.0923 4.9913 0.09
H -1.8143 1.6330 3.3370 0.10
H -0.6592 2.0261 5.8159 0.10
H 1.4360 0.5823 5.7516 0.13
I -0.8885 -4.2358 2.8549 0.88
C -2.1955 -2.9467 1.8037 -0.58
H -3.0249 -3.5346 1.4217 0.06
H -1.6145 -2.5258 0.9855 -0.01
F -3.3073 -2.2920 3.8013 0.00
C -2.6965 -1.8252 2.6704 -0.51
F -3.6636 -1.1476 1.9636 0.02
H -1.9200 -1.1177 2.9555 0.11
```

Summary:
LUMO level (alpha / beta) ... 0.72 / 0.72 eV
Charge ... -1
Highest occupied orbital energy (alpha / beta) ... -4.41 / -4.41 eV
Orbital gap (alpha / beta) ... 5.13 / 5.13 eV
Molar mass ... 1674.6 g/mol
Energy above the lowest of the compared OMol25 structures with the same formula, charge and spin ... 9.5 kcal/mol

***

No. 3
An isolated molecule of C6H17BN2S, computed with the ωB97M-V functional and the def2-TZVPD basis.

```
27
Properties=species:S:1:pos:R:3:nbo_charge:R:1
C -0.8719 -2.5553 -1.4796 -0.63
C -1.1995 -1.1045 -1.0423 -0.21
N -0.3810 -0.6922 0.1120 -0.89
B 0.4666 0.4619 0.1554 0.65
N 0.6569 1.2786 -1.4224 -0.85
C -0.3804 2.2397 -1.7081 -0.23
C -0.3726 3.5050 -0.9210 -0.61
S 1.4636 0.9709 1.4338 0.06
C 1.0093 -0.0420 2.8879 -0.51
C 1.9229 -1.3082 3.0206 -0.62
H -1.6279 -3.1628 -0.9270 0.20
H -1.1513 -2.7528 -2.5183 0.22
H 0.1296 -2.7578 -1.1153 0.23
H -0.9136 -0.4064 -1.9835 0.22
H -2.2505 -0.8171 -0.8163 0.19
H -0.7090 -1.0882 1.0060 0.38
H 1.6341 1.6385 -1.5174 0.36
H -1.2091 1.6566 -1.7244 0.19
H -0.1680 2.5487 -2.7349 0.17
H 0.5459 4.1556 -0.9240 0.22
H -1.2386 4.1572 -1.3275 0.21
H -0.6829 3.1253 0.2154 0.19
H 1.3044 0.6302 3.7767 0.23
H -0.0247 -0.3349 2.8182 0.20
H 1.7784 -1.8204 2.1290 0.21
H 2.9993 -0.8747 2.9649 0.22
H 1.5333 -1.9412 3.8571 0.22
```

Summary:
LUMO level ... 0.60 eV
Charge ... 0
Highest occupied orbital energy ... -8.22 eV
SMILES string ... CCNB(NCC)SCC
Orbital gap ... 8.82 eV
Molar mass ... 160.1 g/mol
Energy above the lowest of the compared OMol25 structures with the same formula, charge and spin ... 8.1 kcal/mol

***

No. 4
An isolated molecule of C5H6O, computed with the ωB97M-V functional and the def2-TZVPD basis.

```
12
Properties=species:S:1:pos:R:3:nbo_charge:R:1
O -1.3394 -1.0867 -0.4709 -0.69
C -0.4268 -0.7236 0.5109 0.13
C 1.1707 -0.9942 0.1108 -0.24
C 1.3217 -0.0225 -0.7813 -0.02
C 0.4132 0.9660 -0.8437 -0.27
C -0.3617 0.8691 0.4755 -0.46
H -1.0622 -0.5186 -1.2160 0.47
H -0.7365 -1.2097 1.4455 0.19
H 1.9880 -1.4943 0.6636 0.23
H 0.1652 1.6050 -1.6860 0.23
H 0.2172 1.2492 1.3180 0.22
H -1.3493 1.3603 0.4737 0.22
```

Summary:
LUMO level (alpha / beta) ... -0.54 / -0.55 eV
Charge ... 0
Highest occupied orbital energy (alpha / beta) ... -8.59 / -8.59 eV
SMILES string ... O[C@H]1C=C=CC1
Orbital gap (alpha / beta) ... 8.04 / 8.05 eV
Molar mass ... 82.1 g/mol
Energy above the lowest of the compared OMol25 structures with the same formula, charge and spin ... 98.2 kcal/mol

***

No. 5
A structure of composition C10H13NO3, computed with the ωB97M-V functional and the def2-TZVPD basis.

```
27
Properties=species:S:1:pos:R:3:nbo_charge:R:1
C 1.5982 2.3250 1.0981 -0.39
C -0.1430 1.5058 -0.3126 0.80
C -1.1946 0.3713 -0.2624 -0.21
C -2.6113 0.9915 -0.2017 -0.15
C -3.6651 0.1466 0.1538 -0.28
C -3.3575 -1.3080 0.1990 -0.15
C -2.0810 -1.9322 0.1338 -0.30
C -0.9767 -1.0270 0.0758 0.23
C 1.6640 -1.3816 -0.6016 -0.20
C 2.9875 -1.2528 0.2288 -0.09
H 1.3319 2.5956 2.5209 0.25
H 1.2518 3.0437 0.0059 0.29
H 3.1835 1.8688 1.1488 0.19
H -2.5681 1.9961 -0.7007 0.24
H -4.6011 0.6811 0.2122 0.23
H -4.4183 -1.8203 0.4058 0.23
H -1.8685 -2.9462 0.4573 0.22
H 0.2135 -2.4521 0.4547 0.36
H 1.8148 -2.2243 -1.1043 0.18
H 1.5803 -0.4543 -1.2382 0.21
H 3.0676 -2.1635 0.7358 0.17
H 2.5401 -0.6628 1.0651 0.17
H 4.9780 -1.1384 -0.2760 0.48
N 0.3816 -1.4650 0.1670 -0.62
O 0.8275 1.0684 0.5555 -0.57
O -0.1723 2.4293 -1.0819 -0.58
O 4.0322 -0.5852 -0.4639 -0.70
```

Summary:
LUMO level ... 0.38 eV
Charge ... 0
Highest occupied orbital energy ... -8.05 eV
Orbital gap ... 8.43 eV
Molar mass ... 195.2 g/mol
Energy above the lowest of the compared OMol25 structures with the same formula, charge and spin ... 225.0 kcal/mol

***

No. 6
A structure of composition C26H39ClEuN3O4S, computed with the ωB97M-V functional and the def2-TZVPD basis.

```
75
Properties=species:S:1:pos:R:3:lowdin_spin:R:1
O 2.3434 0.8759 -0.3321 0.00
C 3.1301 0.2030 0.4886 0.00
C 3.8545 -0.8894 -0.2981 0.00
C 3.2284 -1.5446 -1.3575 0.00
H 2.1823 -1.3280 -1.5763 0.00
C 3.9534 -2.4558 -2.1340 0.00
H 3.4582 -2.9464 -2.9703 0.00
C 5.2889 -2.7323 -1.8092 0.00
H 5.8471 -3.4583 -2.4105 0.00
C 5.9018 -2.0855 -0.7313 0.00
H 6.9353 -2.2984 -0.4606 0.00
C 5.1828 -1.1469 0.0143 0.00
H 5.6175 -0.6022 0.8498 0.00
H 3.8907 0.8997 0.9195 0.00
C 2.3091 0.5451 3.0607 0.00
C 2.4114 -0.4141 1.8999 0.00
H 2.8900 0.2434 3.9500 0.00
H 1.2469 0.6548 3.3633 0.00
H 2.7088 1.5136 2.7650 0.00
C 2.3567 -1.7503 2.0557 0.00
C 2.2357 -2.4791 3.3668 0.00
H 2.4425 -2.4170 1.1923 0.00
H 3.1379 -3.0459 3.6481 0.00
H 1.4267 -3.2097 3.2991 0.00
H 2.0187 -1.8114 4.2059 0.00
Eu -0.2357 0.1586 1.0635 7.02
Cl -0.9986 -1.7389 2.7717 -0.01
C -3.2703 -0.5209 1.0685 0.00
O -2.6471 0.5633 0.9506 -0.01
N -4.5797 -0.6379 1.2052 0.00
C -5.4567 0.5245 1.3150 0.00
C -5.2189 -1.9482 1.3617 0.00
H -2.7146 -1.4746 1.0655 0.00
H -4.8624 1.4367 1.2396 0.00
H -5.9814 0.4889 2.2763 0.00
H -6.2107 0.4840 0.5189 0.00
H -4.4478 -2.7192 1.2657 0.00
H -5.9850 -2.0856 0.5891 0.00
H -5.6950 -2.0198 2.3505 0.00
H 2.1117 1.4652 -4.7929 0.00
H -0.0843 0.4051 -5.0391 0.00
C 2.0823 0.9391 -3.8285 0.00
C -0.3417 0.3796 -3.9759 0.00
N 0.7444 1.0233 -3.2437 0.00
H 2.7878 1.4026 -3.1292 0.00
C 0.5519 1.5773 -2.0406 0.00
O -0.4233 1.3382 -1.2932 0.00
H -1.2824 0.9185 -3.8134 0.00
H 1.3454 2.2840 -1.7586 0.00
H 2.3716 -0.1083 -3.9993 0.00
H -0.4657 -0.6623 -3.6525 0.00
H -0.9948 5.4246 3.2088 0.00
H 0.5669 6.4513 1.2961 0.00
C -0.1371 4.7584 3.3747 0.00
C 1.2604 5.6296 1.5105 0.00
N 0.5522 4.5054 2.1109 0.00
H -0.4709 3.8150 3.8080 0.00
C 0.5217 3.3251 1.5099 0.00
O -0.0306 2.3007 2.0285 -0.01
H 1.7397 5.2987 0.5856 0.00
H 1.0126 3.2585 0.5285 0.00
H 0.5487 5.2727 4.0544 0.00
H 2.0252 6.0074 2.2017 0.00
S -0.7257 -2.0434 -1.2472 0.00
C -2.3301 -2.0598 -1.7807 0.00
C -3.0791 -0.8907 -2.0743 0.00
C -4.4207 -0.9897 -2.4270 0.00
C -5.0533 -2.2394 -2.5045 0.00
C -4.3103 -3.4050 -2.2591 0.00
C -2.9668 -3.3165 -1.9255 0.00
H -2.5744 0.0745 -1.9941 0.00
H -4.9845 -0.0804 -2.6473 0.00
H -6.1138 -2.3057 -2.7649 0.00
H -4.7728 -4.3889 -2.3321 0.00
H -2.3555 -4.1959 -1.7346 0.00
```

Summary:
LUMO level (alpha / beta) ... 2.13 / 2.13 eV
2S+1 ... 8
Charge ... -1
<S²> ... 15.76
Highest occupied orbital energy (alpha / beta) ... -3.10 / -3.42 eV
Orbital gap (alpha / beta) ... 5.23 / 5.55 eV
Molar mass ... 677.1 g/mol
Energy above the lowest of the compared OMol25 structures with the same formula, charge and spin ... 0.0 kcal/mol